DFT (ωB97M-V/def2-TZVPD) results for 11 unconnected molecules or ions with the total composition C64H158N10O2S at a distorted geometry.

Geometry as XYZ:
```
235
Properties=species:S:1:pos:R:3:mulliken_charge:R:1
O 14.6407 13.5113 19.8141 -0.628
S 15.7946 12.7854 20.2676 1.177
O 16.8249 13.4026 21.0782 -0.685
C 15.1259 11.2755 21.0789 -0.747
C 15.5422 10.1249 20.1128 -0.775
C 16.8114 10.4489 19.2873 -0.232
C 16.6984 11.9131 18.8751 1.800
H 14.0538 11.4449 21.2231 0.359
H 15.5841 11.2161 22.0721 0.360
H 15.7545 9.2339 20.8082 0.357
H 14.7465 9.8701 19.4417 0.322
H 16.9083 9.8449 18.3942 0.005
H 17.6811 10.1896 19.8965 0.416
H 16.0299 12.1270 18.0170 -1.067
H 17.5572 12.5833 18.7581 -0.768
C 15.1298 11.3600 8.3997 -1.251
C 14.2350 11.7394 9.5761 -0.465
N 14.0709 13.2259 9.7152 0.903
C 13.3127 13.5801 10.9240 -1.638
C 13.9301 13.1387 12.2518 0.262
C 13.5120 13.8792 8.5492 -0.807
C 14.5774 14.5981 7.6686 -1.126
H 14.5496 11.5921 7.4769 0.281
H 15.4022 10.3432 8.4248 0.487
H 15.9696 12.0883 8.4317 0.146
H 13.2242 11.3187 9.5209 0.456
H 14.6731 11.4183 10.4887 0.145
H 13.2594 14.6493 10.9166 0.486
H 12.2881 13.1915 10.9169 0.320
H 13.7882 12.0621 12.4155 0.748
H 14.9821 13.3791 12.3313 -0.648
H 13.4687 13.6625 13.0953 0.009
H 12.6942 14.5312 8.8900 0.477
H 12.9677 13.1477 7.9701 0.416
H 15.2593 13.8914 7.2049 0.274
H 15.1097 15.3852 8.2175 0.145
H 14.0911 15.1099 6.8084 0.423
C 21.9166 14.0819 11.3944 -1.691
C 20.7603 14.7167 12.1909 0.192
N 19.5171 14.5774 11.4054 0.224
C 18.6194 13.6286 12.0563 -0.344
C 17.4394 13.1613 11.1152 -1.055
C 18.8413 15.8680 11.2309 1.221
C 19.4396 16.7823 10.1636 -1.944
H 21.7705 13.0504 11.1134 0.252
H 22.8152 14.1484 11.9865 0.505
H 22.0966 14.6841 10.5274 0.356
H 20.6634 14.0986 13.0853 0.058
H 21.0090 15.7505 12.4555 0.358
H 19.2470 12.7865 12.3767 0.737
H 18.1934 14.0720 12.9648 0.014
H 17.6730 13.0614 10.0740 0.454
H 17.1988 12.1149 11.4595 0.245
H 16.5637 13.8515 11.1876 -0.116
H 18.6646 16.3605 12.2287 -0.660
H 17.8127 15.6135 10.9133 -0.091
H 20.3122 17.2310 10.5828 0.380
H 18.7959 17.6323 9.9349 0.282
H 19.4611 16.2809 9.2231 0.514
C 9.7844 11.6981 14.0139 -1.626
C 10.9874 12.5890 14.0769 1.031
N 10.8008 13.6397 15.1092 0.143
C 10.2969 13.1788 16.3703 -0.892
C 11.2989 12.3271 17.1858 -0.825
C 11.8708 14.5781 15.1704 1.545
C 11.6009 15.8364 15.9747 -1.573
H 8.8356 12.2145 13.6787 0.262
H 9.5485 11.0842 14.8948 0.392
H 10.0958 10.9800 13.2017 0.469
H 11.8762 12.0309 14.2996 -0.372
H 10.9862 13.1639 13.1589 -0.007
H 10.0934 14.0736 16.9620 0.432
H 9.3606 12.6889 16.1860 0.533
H 10.8190 11.8590 18.0304 0.536
H 11.8220 11.5551 16.6581 0.128
H 12.0545 12.9537 17.6196 0.128
H 12.1065 14.9115 14.1425 -0.249
H 12.8160 14.1552 15.5965 -0.649
H 11.5428 15.7705 17.0960 0.518
H 10.6612 16.4555 15.7172 0.082
H 12.4323 16.4961 15.8615 0.112
C 11.8055 20.2354 12.1597 -0.457
C 10.3576 19.7950 11.8912 -0.872
N 9.7948 18.7636 12.7441 -0.026
C 9.7323 19.2770 14.1236 0.385
C 8.7298 20.4377 14.2156 -1.652
C 10.6301 17.5579 12.6929 0.428
C 10.7578 16.8923 11.3116 -1.648
H 12.6247 19.4784 11.9689 -0.147
H 12.0187 20.5238 13.1815 0.155
H 12.0204 21.0592 11.4785 0.558
H 9.7555 20.7117 11.9799 0.413
H 10.3075 19.4742 10.8451 0.429
H 10.7000 19.6147 14.5169 -0.355
H 9.3231 18.5938 14.8016 0.533
H 7.8482 20.1929 13.5964 0.361
H 9.1801 21.3207 13.7362 0.281
H 8.4051 20.6229 15.2549 0.445
H 11.6582 17.8175 12.9932 -0.345
H 10.1306 16.9130 13.3632 0.610
H 11.4684 17.3787 10.6439 0.338
H 11.0574 15.8598 11.5674 0.270
H 9.7827 16.8196 10.8175 0.378
C 13.2932 18.5315 19.9301 -0.712
C 13.1520 19.9052 19.2882 -0.473
N 12.8036 19.8223 17.8664 -0.015
C 13.9730 19.3908 17.1065 0.065
C 14.0721 19.6940 15.6210 0.372
C 11.7016 18.8860 17.5880 1.043
C 10.3493 19.1732 18.1251 -1.587
H 14.0251 17.9219 19.4179 0.003
H 12.3518 17.9539 19.9195 0.189
H 13.6294 18.6405 20.9642 0.461
H 12.2336 20.3718 19.8199 0.302
H 14.0406 20.5172 19.4099 0.487
H 14.7757 19.9041 17.7083 0.529
H 14.1155 18.3171 17.2375 -0.226
H 13.2397 19.2721 15.0114 -0.999
H 14.1167 20.6816 15.3096 0.959
H 14.9443 19.1990 15.2615 -0.909
H 12.0248 17.9155 17.9252 0.193
H 11.6140 18.9004 16.4763 -0.749
H 9.5925 18.4195 17.7568 0.279
H 10.1801 20.2158 17.7825 0.342
H 10.3264 19.1613 19.2165 0.414
C 21.6247 18.1574 16.6566 -0.761
C 21.8163 18.1214 18.1589 -0.236
N 20.8171 18.9584 18.9188 0.059
C 19.4169 18.6019 18.6513 -0.528
C 18.8256 17.2276 19.0913 0.088
C 21.1658 18.9091 20.2928 0.056
C 20.3212 19.9184 21.0868 -1.435
H 21.4106 19.1991 16.3753 0.312
H 20.7388 17.4819 16.4194 -0.257
H 22.4480 17.7538 16.0948 0.532
H 21.8653 17.0635 18.4652 -0.009
H 22.7862 18.4414 18.5242 0.571
H 18.7369 19.3835 19.0507 0.616
H 19.2117 18.7319 17.5778 -0.762
H 17.7494 17.4269 18.9262 0.094
H 19.1010 16.3280 18.4780 -0.257
H 18.8869 17.0043 20.1769 0.497
H 22.2050 19.1728 20.3915 0.549
H 21.1148 17.8258 20.6660 -0.164
H 20.2197 20.8962 20.6388 0.336
H 20.6914 20.0526 22.0826 0.464
H 19.2832 19.5942 21.3197 0.289
C 21.5875 13.8479 17.3666 -0.290
C 20.9312 13.2198 18.6242 0.418
N 21.6053 13.7397 19.7909 0.635
C 22.9033 13.0749 20.0192 -0.591
C 22.8478 11.5855 20.4173 -1.132
C 20.7173 13.8623 20.9140 0.025
C 21.3896 14.6437 22.1272 -1.574
H 21.0471 13.3120 16.5389 -0.195
H 22.6643 13.6280 17.2639 0.627
H 21.3940 14.9225 17.3034 -0.458
H 19.9249 13.5704 18.7144 -0.593
H 20.9820 12.1373 18.4766 -0.063
H 23.4300 13.0397 19.0686 0.278
H 23.5694 13.6689 20.6688 0.510
H 22.0190 11.1612 19.9576 0.256
H 23.7575 11.1587 20.0133 0.419
H 22.7443 11.3881 21.5136 0.251
H 20.3564 12.9292 21.4110 0.166
H 19.7551 14.3234 20.6190 0.182
H 21.7929 15.5967 21.8680 0.330
H 22.2718 14.0864 22.5398 0.368
H 20.5978 14.7271 22.8895 0.415
C 16.0305 8.3290 13.9022 -1.140
C 16.4275 8.5916 15.3942 -0.868
N 16.9215 9.9638 15.6063 0.755
C 16.0862 11.0131 15.0953 0.293
C 14.6233 11.0364 15.6877 0.270
C 18.3243 10.2990 15.1513 -0.925
C 19.1820 11.0750 16.1307 -0.586
H 16.8428 8.5577 13.2166 0.279
H 15.2266 9.0012 13.5703 0.177
H 15.7293 7.3243 13.6799 0.461
H 15.5062 8.4529 15.9723 0.323
H 17.1336 7.8702 15.7405 0.699
H 15.9274 10.9841 14.0045 0.282
H 16.6129 11.9264 15.3734 -0.889
H 14.5090 11.1329 16.8011 -0.459
H 14.1555 10.0957 15.3103 0.692
H 14.1084 11.8695 15.3282 -0.721
H 18.8670 9.3952 14.8930 0.639
H 18.3067 10.8526 14.1994 0.030
H 18.6237 11.8777 16.6034 -0.291
H 19.5879 10.4431 16.9050 0.534
H 20.0834 11.3358 15.5754 0.478
C 19.9484 19.7241 12.4599 -1.027
C 18.6269 20.2610 11.8929 -0.633
N 17.4964 19.8650 12.8148 1.178
C 16.1697 20.1058 12.2142 0.041
C 15.9226 19.4541 10.8983 -1.588
C 17.6617 20.5956 14.0353 -1.640
C 17.8870 19.7096 15.2803 0.269
H 20.7736 19.9369 11.7742 0.472
H 19.8716 18.6283 12.6672 0.000
H 20.1803 20.1779 13.4393 0.363
H 18.6584 21.3931 11.7743 0.249
H 18.3113 19.8278 10.9317 0.254
H 15.5171 19.5997 12.9792 -0.289
H 16.0273 21.1795 12.1096 0.506
H 14.8510 19.5466 10.5843 0.310
H 16.5399 19.9127 10.1254 0.565
H 16.1870 18.4294 10.8385 0.161
H 16.7497 21.1790 14.3058 0.354
H 18.5453 21.2034 13.9862 0.453
H 17.7784 20.3082 16.1307 0.760
H 18.8704 19.2498 15.2545 -0.149
H 17.1304 18.9844 15.2931 -0.513
C 15.5521 15.3636 17.3851 -0.100
C 16.0252 14.5310 16.0873 1.897
N 16.5412 15.2643 14.9845 1.318
C 15.5042 16.0759 14.3821 1.910
C 15.7828 16.4818 12.9832 -0.175
C 17.7592 15.9941 15.3434 1.287
C 18.8713 15.0519 15.7884 0.042
H 15.2386 16.3985 17.1142 -0.857
H 16.3470 15.5077 18.1004 -0.110
H 14.8076 14.7553 17.9168 0.308
H 16.8065 13.8044 16.4306 -0.593
H 15.2063 13.8239 15.8212 -1.184
H 14.5835 15.4227 14.3724 -0.404
H 15.3564 16.9729 15.0549 -1.155
H 14.8672 16.9304 12.5780 0.622
H 16.5338 17.2347 12.9743 -0.210
H 16.0427 15.6185 12.3604 -1.063
H 17.5833 16.8485 16.1011 -0.388
H 18.0450 16.6117 14.5340 -0.469
H 19.8889 15.4268 15.9046 0.584
H 18.9454 14.1738 15.0963 -0.923
H 18.6340 14.5825 16.7312 -0.495
```

Output
**Kohn-Sham gap**: 0.31572 hartree
**Calculated total energy**: -3629.188660 a.u.
**SMILES**: O=S1(=O)CCCC1.CCN(CC)CC.CCN(CC)CC.CCN(CC)CC.CCN(CC)CC.CCN(CC)CC.CCN(CC)CC.CCN(CC)CC.CCN(CC)CC.CCN(CC)CC.CCN(CC)CC